No. 1
Entry from the Open Molecules 2025 dataset: C26H30Br2GaN2O13 as an isolated structure in a non-equilibrium geometry (ωB97M-V/def2-TZVPD).

Structure (XYZ):
```
74
Properties=species:S:1:pos:R:3:mulliken_charge:R:1
Br -2.749 0.575 -3.257 -0.267
Br -0.693 1.952 -5.458 -0.276
Ga -0.934 1.843 -0.629 -0.861
O -2.293 -6.478 0.838 -0.515
O 6.257 8.335 -2.905 -0.653
O -0.687 -4.310 0.655 -0.507
O -4.122 -1.913 0.645 -0.339
O 3.152 2.237 -0.242 -0.561
O 3.006 -6.703 2.273 -0.582
O -7.531 -5.936 0.960 -0.641
O 1.447 -8.835 2.376 -0.641
O 8.391 7.439 -1.643 -0.588
O -3.346 -4.233 -0.338 -0.644
O -8.339 -3.585 1.873 -0.587
O 5.807 3.785 -0.238 -0.573
O 3.636 4.687 -1.610 -0.323
N -0.801 4.284 1.141 -0.663
N -2.312 0.836 0.310 -0.306
C -6.274 -2.630 1.300 -1.304
C 7.192 5.569 -0.888 -1.032
C 6.103 7.274 -2.318 1.113
C -1.019 -6.577 1.182 0.328
C -1.220 1.605 -2.672 -0.026
C -1.800 -0.010 1.386 0.005
C 5.935 4.820 -0.852 0.892
C -1.231 0.825 2.520 -1.077
C -1.219 3.818 -0.217 -0.545
C 4.861 6.530 -2.308 -0.917
C -0.424 2.141 -3.533 0.342
C 1.226 -5.410 1.464 -1.201
C 1.736 -6.568 1.896 0.384
C 4.760 5.373 -1.626 0.400
C -0.176 -5.330 1.067 0.888
C 0.741 2.985 -3.194 -0.684
C -7.111 -3.672 1.362 0.555
C 0.906 -7.812 1.989 1.076
C -6.724 -5.029 0.855 0.993
C 0.943 1.132 -0.204 -0.947
C -5.405 -5.195 0.259 -0.743
C 7.274 6.713 -1.572 0.310
C 1.895 2.120 0.471 -0.449
C -4.570 -4.152 0.195 0.193
C -4.944 -2.800 0.724 0.897
C -0.495 -7.735 1.616 -0.833
H 1.517 3.129 0.527 0.112
H 3.108 -7.639 2.537 0.354
H 0.940 0.217 0.375 0.564
H 1.816 -4.508 1.392 0.449
H 8.166 8.213 -2.197 0.360
H -1.084 -8.636 1.703 0.446
H -0.166 1.002 2.433 0.037
H 3.385 1.358 -0.569 0.268
H -2.611 -0.599 1.794 0.307
H 1.396 0.871 -1.156 0.750
H -8.726 -4.480 1.797 0.350
H -2.286 3.992 -0.299 0.318
H 2.146 1.736 1.452 0.295
H -5.142 -6.174 -0.117 0.476
H -1.738 1.783 2.510 0.281
H -1.462 0.377 3.478 0.464
H 4.030 6.940 -2.865 0.439
H 8.032 5.159 -0.345 0.410
H -2.947 -3.339 -0.256 0.235
H -6.540 -1.648 1.663 0.472
H -0.770 4.410 -1.009 0.359
H 1.525 2.804 -3.913 0.568
H 0.472 4.030 -3.219 0.290
H 1.145 2.763 -2.217 -0.151
H 3.726 3.875 -1.058 0.213
H -2.736 0.202 -0.362 0.119
H -0.420 3.524 1.688 0.285
H -0.067 4.969 1.021 0.267
H -1.073 -0.742 1.018 0.175
H -2.479 -5.556 0.538 0.402
```

Calculated values
HOMO-LUMO gap	4.57	eV
charge	-1
HOMO	-4.539	eV


No. 2
Entry from the Open Molecules 2025 dataset: a 2-piece molecular cluster, C4H12O overall in a non-equilibrium geometry (ωB97M-V/def2-TZVPD).

Structure (XYZ):
```
17
Properties=species:S:1:pos:R:3:mulliken_charge:R:1
O 1.346 -1.166 -1.492 -0.665
C -0.309 -0.892 1.961 -1.239
C -0.923 0.426 -0.075 -0.551
C -0.543 1.567 -1.061 -1.161
C 0.226 0.074 0.895 0.088
H -1.075 -0.471 -0.715 0.319
H -1.330 2.082 -1.618 0.339
H 0.565 -1.328 2.454 0.359
H 0.066 1.170 -1.883 0.253
H 1.720 -0.748 -0.695 0.380
H -1.881 0.661 0.397 0.439
H -1.013 -1.524 1.473 0.372
H 0.939 -0.393 -1.888 0.245
H 1.142 -0.236 0.382 -0.049
H -0.146 2.403 -0.514 0.300
H -0.727 -0.312 2.788 0.281
H 0.546 1.088 1.260 0.291
```

Calculated values
SMILES	CCCC.O
relative energy (zero: lowest compared OMol25 entry of this formula, charge and spin)	1.013	eV
HOMO-LUMO gap	12.14	eV
HOMO	-11.109	eV


No. 3
Entry from the Open Molecules 2025 dataset: C15H19ClN2O10RhS3Si as an isolated structure (ωB97M-V/def2-TZVPD).

Structure (XYZ):
```
52
Properties=species:S:1:pos:R:3:mulliken_charge:R:1
Rh -0.264 0.492 0.743 0.783
Cl 0.432 2.857 -1.575 1.900
S -0.665 -0.277 3.674 1.518
S -0.314 -1.342 -0.646 -0.424
S 1.803 1.678 2.153 1.598
Si -5.121 0.814 -0.151 -0.065
O -1.170 -1.353 4.483 -0.742
O -0.269 -0.795 2.301 -0.455
O 0.118 1.493 -1.031 -0.752
O 0.966 3.680 -0.552 -0.599
O -0.757 3.397 -2.138 -0.658
O 1.409 2.575 -2.601 -0.793
O 0.452 2.230 1.958 -0.628
O -1.450 0.917 3.588 -0.636
O 2.898 2.595 2.051 -0.713
O 1.907 0.498 1.251 -0.338
N 1.953 -0.290 -1.788 0.218
N 2.375 -1.853 -0.374 0.289
C -5.739 2.543 0.224 -0.954
C 2.178 -2.822 0.695 -0.695
C 1.380 -1.175 -0.959 0.051
C -5.432 0.429 -1.961 -0.960
C 3.194 0.912 5.843 -0.553
C 1.867 1.029 3.828 -0.089
C 3.585 -1.375 -0.828 -0.169
C 2.262 0.064 6.412 -0.544
C 1.128 -0.292 5.697 -0.570
C 3.317 -0.382 -1.706 -0.685
C 0.911 0.188 4.413 -0.321
C -6.055 -0.420 0.909 -0.967
C -3.347 0.701 0.199 0.248
C 2.995 1.387 4.554 -0.585
C -2.155 0.631 0.419 -0.103
H -6.500 0.449 -2.194 0.300
H -5.889 -0.214 1.968 0.295
H 2.407 -0.320 7.414 0.380
H 3.969 0.278 -2.248 0.455
H -7.130 -0.382 0.713 0.296
H -6.800 2.652 -0.016 0.298
H -4.926 1.158 -2.597 0.291
H 3.714 2.045 4.089 0.550
H -5.043 -0.559 -2.215 0.286
H -5.177 3.279 -0.354 0.287
H 3.149 -3.046 1.128 0.312
H 4.079 1.207 6.391 0.379
H 1.425 0.469 -2.211 0.264
H -5.706 -1.436 0.712 0.284
H 4.520 -1.758 -0.462 0.420
H 1.727 -3.731 0.302 0.275
H 0.381 -0.946 6.125 0.552
H -5.600 2.776 1.282 0.293
H 1.523 -2.385 1.447 0.177
```

Calculated values
relative energy (zero: lowest compared OMol25 entry of this formula, charge and spin)	0.284	eV
HOMO-LUMO gap	8.08	eV
charge	-1
HOMO	-5.961	eV


- What is the HOMO-LUMO gap in the first record?
  4.57 eV